[1]
Formula: C2H2N4O2
Source: the Open Molecules 2025 dataset
Level of theory: the ωB97M-V functional and the def2-TZVPD basis

The geometry in XYZ format:
```
10
Properties=species:S:1:pos:R:3:forces:R:3:nbo_charge:R:1
C -0.7689 1.4091 -0.0874 2.9 2.1 -4.6 0.540
C -0.0425 -0.8698 1.0734 1.8 2.1 -0.7 0.701
H -1.0544 1.4309 0.8796 -2.7 1.2 3.2 0.153
H 0.6974 -0.1269 -2.0108 0.0 0.4 3.5 0.451
N 0.2158 0.3173 0.1430 -2.3 0.6 -2.7 -0.340
N 0.7132 -0.3355 -0.9108 1.1 1.5 -5.2 -0.154
N 0.9859 -1.5299 -0.6906 -0.4 -3.5 1.5 0.064
N 0.5704 -1.9410 0.5124 0.6 0.6 -2.0 -0.357
O -0.8972 2.2384 -1.0475 0.7 -4.7 4.0 -0.515
O -0.4197 -0.5928 2.1387 -1.8 -0.3 2.9 -0.544
```
Positions in Å, forces in eV/Å.

- Frontier orbital gap: 9.364 eV
- 2S+1: 1
- Energy relative to the best compared isomer or geometry (same formula, charge and spin): 482.0 kJ/mol
- Structure (SMILES): O=Cn1[nH]nnc1=O
- Net charge: 0



[2]
Formula: C2H2N4O2
Source: the Open Molecules 2025 dataset
Level of theory: the ωB97M-V functional and the def2-TZVPD basis

The geometry in XYZ format:
```
10
Properties=species:S:1:pos:R:3:forces:R:3:nbo_charge:R:1
C -0.8607 -0.3164 -0.1434 -1.2 -3.4 2.5 0.624
C 1.6221 -0.3391 0.0290 3.6 1.3 -0.2 0.818
H -1.4345 -1.8882 0.5805 -2.6 2.5 -1.7 0.376
H -1.5823 1.4567 -0.4336 -2.4 2.2 -0.7 0.417
N -1.9836 -0.9266 0.1757 5.6 -1.7 0.5 -0.623
N -0.7652 1.0367 -0.1804 1.2 -2.9 -1.0 -0.359
N 0.3163 1.6630 -0.0726 5.9 0.9 2.7 0.087
N 1.5178 1.0960 0.3420 -4.3 0.1 -2.7 -0.311
O 2.7836 -0.8005 -0.1217 -5.9 0.8 0.7 -0.513
O 0.3865 -0.9817 -0.1755 0.2 0.2 -0.1 -0.517
```
Positions in Å, forces in eV/Å.

- Frontier orbital gap: 9.110 eV
- 2S+1: 1
- Energy relative to the best compared isomer or geometry (same formula, charge and spin): 493.3 kJ/mol
- Structure (SMILES): [H]/N=c1/[nH]nnc(=O)o1
- Net charge: 0



Which formula does entry 1 have? C2H2N4O2



Number 1 is which compound? C2H2N4O2



Which value of frontier orbital gap does entry 1 give? 9.364 eV